{
  "formula": "C17H64Cl2O16PS2",
  "method": "ωB97M-V/def2-TZVPD",
  "species": ["C", "C", "Cl", "C", "Cl", "S", "P", "O", "O", "S", "H", "H", "H", "H", "H", "H", "H", "H", "C", "O", "H", "H", "H", "H", "C", "O", "H", "H", "H", "H", "C", "O", "H", "H", "H", "H", "C", "O", "H", "H", "H", "H", "C", "O", "H", "H", "H", "H", "C", "O", "H", "H", "H", "H", "C", "O", "H", "H", "H", "H", "C", "O", "H", "H", "H", "H", "C", "O", "H", "H", "H", "H", "C", "O", "H", "H", "H", "H", "C", "O", "H", "H", "H", "H", "C", "O", "H", "H", "H", "H", "C", "O", "H", "H", "H", "H", "C", "O", "H", "H", "H", "H"],
  "xyz": [[4.187, -3.861, -5.142], [3.364, -3.184, -4.057], [4.319, -2.609, -2.672], [2.535, -1.951, -4.509], [1.994, -1.998, -6.184], [1.038, -1.611, -3.474], [-0.473, -3.209, -3.463], [0.215, -4.569, -3.024], [-0.835, -3.334, -4.997], [-1.780, -2.559, -2.309], [4.537, -3.164, -5.901], [3.590, -4.632, -5.629], [5.043, -4.348, -4.683], [2.678, -3.913, -3.627], [3.144, -1.061, -4.351], [1.550, -1.673, -2.220], [0.780, -5.026, -3.664], [-0.342, -3.986, -5.517], [-4.960, -4.458, -0.269], [-5.090, -3.242, -1.000], [-5.937, -4.936, -0.274], [-4.238, -5.134, -0.734], [-4.662, -4.278, 0.766], [-4.235, -2.808, -0.996], [2.218, -2.989, 0.865], [1.731, -2.695, -0.462], [1.410, -2.769, 1.554], [2.481, -4.040, 0.957], [3.081, -2.365, 1.106], [2.438, -2.881, -1.091], [2.895, 1.054, -0.586], [3.220, -0.297, -0.936], [3.640, 1.701, -1.043], [1.906, 1.328, -0.962], [2.910, 1.205, 0.493], [2.563, -0.877, -0.533], [-1.113, -2.469, -9.101], [-0.410, -1.437, -9.774], [-1.736, -2.965, -9.841], [-0.427, -3.210, -8.672], [-1.758, -2.069, -8.314], [0.144, -0.970, -9.143], [-0.199, -5.408, 2.458], [1.215, -5.516, 2.605], [-0.431, -4.350, 2.352], [-0.555, -5.936, 1.569], [-0.724, -5.794, 3.333], [1.428, -6.448, 2.704], [3.002, 2.194, 3.401], [2.712, 3.041, 2.291], [2.315, 1.353, 3.346], [4.028, 1.821, 3.359], [2.850, 2.711, 4.350], [3.312, 3.792, 2.332], [5.077, 0.008, -8.563], [5.270, -1.178, -7.791], [6.064, 0.417, -8.763], [4.589, -0.217, -9.513], [4.492, 0.748, -8.011], [4.413, -1.564, -7.601], [-1.244, 3.787, 1.899], [-0.265, 3.056, 1.159], [-2.217, 3.367, 1.653], [-1.079, 3.708, 2.973], [-1.235, 4.844, 1.613], [0.598, 3.422, 1.380], [-2.019, 5.518, 5.384], [-1.660, 4.166, 5.099], [-1.260, 6.155, 4.936], [-2.991, 5.766, 4.950], [-2.059, 5.709, 6.456], [-2.329, 3.599, 5.494], [9.420, 0.899, -8.522], [9.179, -0.242, -9.335], [10.278, 1.430, -8.926], [8.562, 1.579, -8.528], [9.644, 0.604, -7.493], [8.425, -0.705, -8.960], [-2.712, 6.857, 9.072], [-2.949, 7.665, 7.918], [-3.413, 6.028, 9.005], [-1.687, 6.475, 9.094], [-2.904, 7.415, 9.992], [-2.351, 8.417, 7.949], [-4.676, -8.511, 1.018], [-4.816, -7.222, 1.604], [-3.610, -8.693, 0.901], [-5.095, -9.293, 1.656], [-5.152, -8.563, 0.035], [-5.755, -7.051, 1.718], [-6.254, 4.579, 8.777], [-4.860, 4.357, 8.984], [-6.377, 5.626, 8.508], [-6.641, 3.961, 7.963], [-6.830, 4.377, 9.683], [-4.729, 3.435, 9.223], [-5.971, 8.840, 7.738], [-7.171, 8.112, 7.475], [-5.861, 8.896, 8.819], [-5.100, 8.334, 7.327], [-6.032, 9.857, 7.339], [-7.279, 8.053, 6.522]],
  "atomic_forces_ev_per_a": [[0.09, 0.11, 0.04], [-0.71, -0.02, -0.11], [0.20, -0.07, 0.06], [0.48, -0.22, 0.46], [-0.17, -0.11, -0.07], [0.20, 0.61, -0.58], [-0.81, -0.77, 0.38], [0.37, 0.25, -0.29], [0.44, 0.05, 0.14], [0.05, 0.26, 0.06], [0.16, 0.02, 0.11], [-0.03, 0.07, -0.08], [0.03, 0.00, -0.03], [0.04, -0.07, 0.01], [-0.07, 0.10, -0.20], [-0.06, -0.16, 0.13], [-0.07, -0.09, 0.08], [-0.10, 0.13, -0.13], [0.03, 0.10, -0.03], [0.03, -0.10, 0.00], [0.00, -0.01, 0.00], [-0.02, -0.04, 0.02], [-0.02, -0.05, 0.02], [-0.06, 0.08, 0.04], [0.07, -0.01, 0.00], [-0.09, 0.17, -0.33], [-0.03, 0.01, -0.03], [-0.06, -0.01, 0.01], [0.00, 0.01, 0.00], [0.35, -0.36, 0.33], [-0.12, -0.02, 0.05], [-0.16, 0.04, -0.27], [0.03, -0.04, -0.01], [0.00, 0.08, 0.02], [0.03, 0.04, -0.01], [0.02, 0.07, 0.22], [0.08, 0.15, 0.04], [0.05, -0.09, -0.01], [0.00, -0.01, 0.00], [-0.04, -0.04, 0.00], [-0.02, -0.06, 0.01], [-0.06, 0.06, -0.01], [0.06, -0.04, 0.03], [-0.09, -0.06, -0.10], [-0.01, 0.00, 0.00], [-0.02, 0.02, -0.01], [-0.02, 0.02, 0.00], [0.06, 0.03, 0.07], [-0.03, 0.03, 0.00], [0.05, 0.08, -0.02], [-0.01, 0.01, 0.01], [-0.01, -0.03, -0.01], [-0.04, -0.02, 0.01], [-0.04, 0.02, -0.04], [-0.06, -0.16, 0.07], [0.11, 0.00, 0.14], [-0.01, 0.03, -0.02], [0.01, 0.07, -0.02], [0.01, 0.05, -0.05], [-0.10, 0.03, -0.14], [0.25, -0.01, -0.08], [-0.01, 0.04, -0.09], [0.00, 0.00, 0.00], [-0.07, 0.00, -0.06], [-0.10, 0.01, 0.01], [0.08, -0.18, 0.10], [-0.08, -0.15, 0.02], [-0.04, 0.06, 0.14], [0.01, -0.01, -0.01], [0.02, 0.07, -0.01], [0.02, 0.05, -0.01], [0.03, -0.02, 0.02], [-0.10, -0.13, 0.03], [-0.04, 0.12, 0.04], [0.02, -0.07, -0.07], [0.03, 0.05, 0.05], [0.01, 0.10, 0.03], [0.04, -0.10, -0.06], [-0.17, 0.07, -0.12], [0.27, 0.06, 0.03], [0.12, -0.01, 0.12], [-0.01, -0.03, -0.01], [0.01, -0.03, 0.02], [-0.02, 0.01, -0.02], [-0.04, 0.05, 0.03], [-0.02, -0.02, -0.08], [0.00, -0.01, 0.00], [0.02, -0.02, 0.00], [0.02, -0.01, -0.01], [0.02, 0.03, 0.06], [0.07, 0.01, 0.01], [-0.08, -0.10, -0.06], [-0.01, 0.00, 0.00], [-0.01, 0.01, -0.01], [-0.02, 0.02, 0.00], [-0.02, 0.01, 0.03], [-0.19, -0.07, -0.16], [0.03, 0.00, 0.06], [-0.01, -0.01, 0.01], [0.04, 0.04, 0.04], [0.03, 0.02, 0.05], [-0.02, 0.00, 0.01]],
  "mulliken_charge": [-1.243, 0.577, -0.066, -0.336, -0.058, 0.076, 0.731, -0.467, -0.374, -0.219, 0.213, 0.359, 0.410, -0.039, 0.514, 0.297, 0.364, 0.336, -0.433, -0.506, 0.196, 0.233, 0.283, 0.220, -0.772, -0.478, 0.190, 0.344, 0.326, 0.204, -0.627, -0.344, 0.305, 0.261, 0.211, 0.299, -0.410, -0.484, 0.286, 0.122, 0.226, 0.268, -0.520, -0.487, 0.185, 0.250, 0.317, 0.289, -0.626, -0.426, 0.220, 0.291, 0.314, 0.260, -0.373, -0.428, 0.018, 0.292, 0.254, 0.201, -0.442, -0.439, 0.222, 0.173, 0.247, 0.235, -0.431, -0.523, 0.292, 0.275, 0.115, 0.268, -0.516, -0.487, 0.253, 0.220, 0.238, 0.292, -0.380, -0.453, -0.020, 0.296, 0.299, 0.249, -0.554, -0.484, 0.203, 0.279, 0.266, 0.288, -0.361, -0.497, 0.071, 0.257, 0.255, 0.272, -0.445, -0.537, 0.186, 0.156, 0.342, 0.295],
  "total_charge": 1,
  "fmax_ev_per_a": 1.18,
  "spin_multiplicity": 1,
  "lumo_energy_ev": -3.5,
  "total_energy_ev": -107419.1482,
  "e_homo_ev": -10.99
}